{
  "formula": "C24H64O24S8",
  "method": "wB97M-V/def2-TZVPD",
  "relative_energy_kcal_mol": 45.30,
  "e_lumo_ev": 0.20,
  "smiles": "CCOS(C)(=O)=O.CCOS(C)(=O)=O.CCOS(C)(=O)=O.CCOS(C)(=O)=O.CCOS(C)(=O)=O.CCOS(C)(=O)=O.CCOS(C)(=O)=O.CCOS(C)(=O)=O",
  "e_tot_ha": -5943.93786,
  "homo_lumo_gap_ev": 10.717,
  "charge": 0,
  "symbols": ["C", "C", "O", "S", "C", "O", "O", "H", "H", "H", "H", "H", "H", "H", "H", "C", "C", "O", "S", "C", "O", "O", "H", "H", "H", "H", "H", "H", "H", "H", "C", "C", "O", "S", "C", "O", "O", "H", "H", "H", "H", "H", "H", "H", "H", "C", "C", "O", "S", "C", "O", "O", "H", "H", "H", "H", "H", "H", "H", "H", "C", "C", "O", "S", "C", "O", "O", "H", "H", "H", "H", "H", "H", "H", "H", "C", "C", "O", "S", "C", "O", "O", "H", "H", "H", "H", "H", "H", "H", "H", "C", "C", "O", "S", "C", "O", "O", "H", "H", "H", "H", "H", "H", "H", "H", "C", "C", "O", "S", "C", "O", "O", "H", "H", "H", "H", "H", "H", "H", "H"],
  "xyz": [[-3.714859, 0.704674, -0.359543], [-4.546074, 1.571583, 0.613851], [-3.988570, 2.953692, 0.355064], [-4.193492, 4.132194, 1.403563], [-5.808087, 4.713464, 0.972164], [-4.245096, 3.661617, 2.772353], [-3.142763, 5.050949, 1.050155], [-3.574913, -0.338064, -0.114195], [-2.675961, 1.062309, -0.263972], [-4.010738, 0.826400, -1.449874], [-5.602966, 1.551128, 0.330607], [-4.450724, 1.122393, 1.539781], [-5.802151, 4.898277, -0.081967], [-6.069057, 5.630877, 1.507997], [-6.488725, 3.903143, 1.167220], [-0.089892, -7.752589, 2.901714], [-1.355481, -6.820225, 2.993247], [-1.086727, -5.643210, 2.066963], [-2.032704, -4.427972, 2.385523], [-1.056911, -3.506971, 3.552325], [-2.137367, -3.672352, 1.184147], [-3.235043, -4.927068, 3.041173], [-0.059317, -8.635814, 3.579352], [0.768721, -7.158470, 3.286995], [0.234982, -7.997070, 1.857978], [-2.270682, -7.361509, 2.691455], [-1.549170, -6.334692, 3.914783], [-1.631281, -2.615292, 3.734039], [-0.120899, -3.153398, 3.120076], [-0.937210, -4.086866, 4.444283], [6.381958, 2.944656, 3.839914], [5.513164, 4.135525, 3.626965], [4.884688, 4.055687, 2.300545], [5.056335, 5.285817, 1.279950], [4.941420, 4.382868, -0.209254], [3.958978, 6.174699, 1.450253], [6.418928, 5.748443, 1.323137], [7.393188, 3.088208, 3.490746], [5.935905, 2.068767, 3.342733], [6.573252, 2.711208, 4.844701], [4.694244, 4.085505, 4.283868], [6.041793, 5.059671, 3.602419], [3.913180, 3.970234, -0.305365], [5.594970, 3.496986, -0.157303], [5.066849, 5.045279, -1.064260], [0.014332, 1.560273, -2.856747], [0.055654, 3.034461, -2.837827], [0.975744, 3.543143, -1.808024], [0.402383, 3.759709, -0.392651], [-0.236011, 5.491480, -0.540378], [-0.666412, 2.869052, -0.060898], [1.514444, 3.745149, 0.457021], [-0.616859, 1.199828, -3.664377], [-0.535843, 1.155284, -1.990670], [0.988527, 1.087546, -2.965170], [0.387601, 3.518337, -3.760366], [-0.983710, 3.408112, -2.591473], [-0.633788, 5.781361, 0.414408], [-1.125433, 5.478884, -1.232606], [0.561406, 6.129922, -0.937498], [1.172941, 3.483935, 3.772972], [-0.109887, 3.020457, 3.414108], [-0.322266, 1.945540, 4.341026], [-1.576741, 0.987873, 4.208971], [-2.836060, 1.908363, 4.926493], [-1.939287, 0.727890, 2.849473], [-1.292465, -0.168513, 4.974966], [1.205098, 3.845154, 4.780974], [1.486353, 4.337816, 3.207750], [2.000837, 2.812355, 3.682072], [-0.776670, 3.876642, 3.558701], [-0.186470, 2.616011, 2.413305], [-2.850499, 1.787114, 5.978832], [-3.750668, 1.545340, 4.463652], [-2.730661, 2.950820, 4.689667], [-4.497809, -6.887556, -4.861806], [-4.284603, -5.465544, -4.291394], [-2.896616, -5.132642, -4.356104], [-2.190850, -4.001172, -3.537001], [-1.660800, -4.903351, -2.088952], [-1.102140, -3.477194, -4.317834], [-3.169614, -3.036883, -3.091478], [-4.238337, -6.953298, -5.906435], [-5.559807, -7.146978, -4.719821], [-3.898025, -7.606868, -4.264350], [-4.798662, -4.714704, -4.868601], [-4.622212, -5.395628, -3.279418], [-1.224987, -5.874832, -2.332845], [-2.577758, -5.073356, -1.558942], [-0.896346, -4.315388, -1.582428], [4.143597, -1.973922, -2.869777], [2.768190, -2.202073, -3.404615], [2.881914, -1.993604, -4.847999], [2.856736, -0.613480, -5.542502], [1.539381, -0.908329, -6.733136], [2.458936, 0.419853, -4.696375], [4.101833, -0.400066, -6.232050], [4.805209, -2.820712, -3.128852], [3.926871, -1.912263, -1.831981], [4.676599, -1.076565, -3.233947], [2.333993, -3.194837, -3.176138], [2.105516, -1.424323, -3.014619], [1.273197, 0.096310, -7.159859], [0.758039, -1.267300, -6.087020], [1.809666, -1.649298, -7.473743], [3.196502, 0.980129, -0.263270], [2.184144, 0.202599, 0.454667], [1.759943, -0.787418, -0.366272], [0.743555, -1.873169, 0.149779], [-0.779770, -1.070371, 0.171152], [0.773235, -2.855316, -0.849033], [1.197285, -2.252998, 1.442501], [4.089469, 0.397928, -0.622267], [3.638635, 1.746440, 0.387372], [2.732793, 1.429614, -1.160542], [2.521421, -0.236835, 1.435614], [1.376730, 0.829575, 0.740858], [-0.734380, -0.230249, 0.819768], [-1.487115, -1.771038, 0.587507], [-1.124845, -0.646920, -0.779827]],
  "forces_ev_per_angstrom": [[0.6, 1.1, -1.1], [0.3, 0.1, -3.7], [-0.9, -1.2, 1.4], [1.2, -0.2, 0.6], [0.3, 0.3, 0.0], [-0.2, 0.0, -1.0], [-0.9, 0.0, 0.1], [-0.9, -0.4, 0.2], [-0.3, 0.3, -0.2], [0.2, -0.2, 1.4], [0.1, 0.4, 0.0], [0.6, 0.3, 2.5], [0.0, 0.2, -0.6], [0.2, -0.3, 0.1], [-0.3, -0.2, 0.3], [0.9, 1.4, 0.5], [1.2, -1.0, -1.9], [-0.5, -1.7, 0.5], [-0.6, -0.1, 1.3], [-0.4, 0.3, -0.8], [-0.2, 0.2, -0.5], [1.2, 0.7, -0.7], [-0.7, 0.5, -0.7], [-0.4, -0.1, -0.2], [-0.9, 0.0, 0.9], [0.4, 0.6, -0.1], [0.2, -0.3, 1.3], [-0.4, 0.4, 0.4], [0.0, -0.5, -0.2], [0.1, -0.2, 0.5], [0.5, -0.6, -1.5], [0.0, -0.3, -1.5], [0.1, 0.1, -0.5], [1.0, -1.1, 0.0], [-1.7, -1.3, -0.4], [-0.1, 0.4, 0.0], [-0.4, 0.3, 0.6], [0.2, 0.1, -0.8], [0.2, 0.2, 0.2], [-0.4, -0.2, 1.7], [-1.0, 0.5, 1.0], [0.4, 0.7, 0.7], [0.4, 0.4, 0.3], [0.1, 0.8, -0.2], [0.5, 0.0, 0.2], [-0.5, -1.5, 0.3], [-1.3, 1.3, 0.3], [-0.1, -0.7, -1.3], [-2.0, 2.0, 0.3], [-0.6, -1.4, -1.1], [-0.4, -0.2, -0.5], [2.0, 0.2, 1.4], [0.1, 0.2, -0.5], [0.6, 0.4, 0.1], [0.0, 0.1, 0.1], [0.1, -0.3, 0.2], [1.1, -0.1, -0.3], [0.2, 0.2, 0.5], [1.0, -0.1, 0.5], [-0.2, -0.2, 0.3], [3.6, 1.8, 0.5], [-1.8, -0.6, -0.8], [-1.0, -1.0, 0.4], [0.4, -0.4, -0.6], [-0.9, 0.4, -0.4], [0.2, 0.7, -0.8], [0.4, -0.5, 1.0], [-0.2, 0.1, 0.9], [0.0, 0.6, -0.7], [0.2, -0.9, -0.2], [-0.7, -0.5, 0.0], [-0.1, 0.1, -0.3], [0.1, -0.3, 1.0], [-0.1, 0.1, 0.2], [0.0, 0.4, -0.3], [0.1, 0.4, 1.4], [-0.2, -0.5, -0.7], [0.9, -0.6, -0.8], [0.1, 1.5, 0.7], [0.6, -0.2, -0.9], [-0.3, -1.0, 0.3], [0.0, -0.6, -0.1], [0.1, 0.0, -0.3], [0.4, 0.1, -0.2], [-0.3, 0.4, -0.5], [-0.4, 0.2, -0.2], [-0.2, 0.0, 0.7], [0.0, 0.2, -0.4], [-0.2, 0.2, 0.7], [-0.4, 0.2, 0.3], [0.7, -0.8, -0.3], [0.0, 1.3, -0.5], [-0.6, -1.3, -0.1], [1.4, -1.1, -3.6], [0.4, 1.3, 0.6], [-1.3, 2.0, 2.5], [-0.4, -0.6, 0.1], [-0.3, 0.3, 0.4], [0.7, 0.0, 1.3], [-0.8, -0.2, 0.2], [0.4, 0.6, -0.6], [-0.1, -0.2, -0.1], [0.3, -1.1, 0.3], [-0.7, -0.2, -0.1], [0.2, 0.0, -0.1], [2.1, 0.8, -1.1], [1.1, 0.4, 3.3], [-1.1, -1.9, -2.3], [1.2, 0.4, 0.2], [-0.8, 0.6, -0.2], [-0.4, -1.5, -1.8], [-0.5, 0.1, 1.2], [-1.0, 0.1, 0.4], [-0.5, 0.1, -0.2], [0.3, 0.1, 0.4], [0.2, 0.3, -0.9], [-1.0, 0.9, 0.1], [0.2, 0.7, 1.0], [-0.2, -0.2, 0.0], [0.5, -0.7, -0.1]]
}